Computed, not measured: C53H42IrN6O4S as an isolated structure in a non-equilibrium geometry, with wB97M-V/def2-TZVPD.

XYZ file:
```
107
Properties=species:S:1:pos:R:3:forces:R:3
Ir 0.471 0.539 0.284 -1.0 1.0 0.7
C 4.864 3.283 -7.590 0.3 0.2 0.1
O 3.758 2.412 -7.700 -0.2 -0.2 -0.3
C 3.166 1.964 -6.588 -0.4 -0.2 0.5
C 3.562 2.292 -5.285 0.2 0.1 -0.5
C 2.852 1.805 -4.209 -0.4 -0.4 -0.1
C 1.750 0.977 -4.400 0.4 0.0 -0.1
C 1.368 0.625 -5.695 0.1 0.2 0.3
C 2.057 1.120 -6.776 0.4 0.3 -0.2
C 0.942 0.564 -3.230 0.1 -0.7 -0.1
C 0.312 1.679 -2.595 -0.5 0.7 0.7
C 0.012 2.889 -3.277 -0.1 -0.2 0.4
C -0.372 3.786 -2.323 0.1 -0.4 0.0
C -0.308 3.108 -1.069 -0.3 0.7 0.7
N 0.095 1.808 -1.268 0.1 -0.5 -0.9
C -0.683 3.713 0.152 0.4 -0.1 -1.2
C -1.044 2.962 1.282 -0.5 -0.4 1.0
C -1.680 3.382 2.478 0.2 -0.1 -0.6
C -1.947 2.258 3.220 0.1 -0.6 -0.1
C -1.386 1.158 2.523 -0.4 0.3 0.6
C -1.165 -0.145 3.117 -0.1 0.0 -0.6
C -2.249 -0.915 3.629 0.1 0.3 0.1
C -3.573 -0.529 3.314 0.0 -0.1 0.1
C -4.644 -1.355 3.542 -0.3 -0.1 0.0
C -4.452 -2.620 4.122 0.1 0.0 -0.1
O -5.389 -3.544 4.294 0.9 0.2 0.1
C -6.725 -3.319 3.888 -0.7 0.1 -0.1
C -3.146 -2.989 4.513 0.1 -0.1 0.0
C -2.079 -2.177 4.247 -0.2 -0.2 0.1
C 0.176 -0.644 3.035 0.4 0.3 -0.3
N 0.846 -0.262 1.962 -0.7 -1.4 0.4
C 2.424 -1.908 1.493 0.2 -1.6 2.0
C 2.600 -2.586 0.159 1.1 1.2 0.3
C 3.906 -3.323 0.052 0.5 0.1 -0.1
C 4.176 -4.580 -0.482 -0.1 0.1 0.0
C 5.477 -5.005 -0.638 0.4 0.1 0.1
C 6.563 -4.200 -0.261 -0.4 0.0 0.0
O 7.781 -4.713 -0.469 -0.3 -0.2 -0.1
C 8.933 -4.000 -0.063 0.3 0.2 0.1
C 6.294 -2.938 0.280 0.4 -0.1 -0.1
C 4.990 -2.514 0.411 -0.4 -0.3 -0.1
C 2.354 -1.775 -1.109 -3.1 -3.2 1.0
C 2.576 -2.500 -2.404 1.4 1.3 -0.8
C 1.709 -1.847 -3.547 0.1 0.2 -0.2
C 0.941 -0.742 -2.932 0.5 0.7 -0.5
N 0.201 -1.664 -2.096 -1.8 0.4 0.1
C 1.945 -2.139 3.922 -1.0 0.9 0.9
C 0.868 -1.334 4.100 1.2 -0.8 0.2
N -0.868 1.592 1.354 0.9 0.6 -0.9
C -0.642 5.172 0.166 0.2 0.2 -0.1
C 0.487 5.801 -0.387 -0.2 -0.3 0.2
C 0.634 7.169 -0.380 -0.1 0.6 0.0
C -0.368 7.980 0.171 0.0 -0.6 -0.1
O -0.336 9.311 0.235 -0.4 -0.1 0.2
C 0.759 10.031 -0.297 0.3 0.2 -0.2
C -1.518 7.359 0.694 0.2 0.2 -0.1
C -1.646 5.992 0.698 0.1 0.0 0.0
H 5.179 3.493 -8.609 0.0 0.0 0.1
H 5.685 2.809 -7.045 0.0 0.0 0.0
H 4.586 4.218 -7.095 0.0 0.0 0.0
H 4.412 2.932 -5.110 0.1 0.1 0.0
H 3.152 2.054 -3.202 0.0 0.1 0.1
H 0.498 0.002 -5.838 -0.1 -0.1 -0.1
H 1.755 0.888 -7.784 0.0 0.0 -0.1
H 0.063 3.037 -4.335 0.1 0.0 -0.3
H -0.701 4.795 -2.471 -0.1 0.1 0.0
H -1.910 4.389 2.754 0.0 0.2 0.1
H -2.413 2.203 4.184 -0.1 0.0 0.2
H -3.735 0.418 2.824 -0.1 0.0 -0.1
H -5.629 -1.042 3.235 0.0 0.1 0.0
H -7.183 -4.305 3.835 0.0 0.1 0.0
H -6.786 -2.844 2.906 0.1 -0.1 0.1
H -7.249 -2.714 4.633 0.1 0.0 -0.1
H -3.008 -3.949 4.986 0.0 -0.1 0.0
H -1.089 -2.528 4.489 0.0 -0.1 0.1
H 3.383 -5.249 -0.770 0.0 0.0 0.0
H 5.687 -5.976 -1.055 0.0 -0.1 0.0
H 9.776 -4.630 -0.343 -0.1 0.1 0.0
H 8.946 -3.844 1.020 -0.1 0.0 -0.1
H 9.017 -3.037 -0.575 -0.1 -0.1 0.0
H 7.087 -2.272 0.581 0.1 0.0 0.0
H 4.803 -1.519 0.790 0.0 0.1 0.1
H 3.618 -2.707 -2.632 0.0 0.0 0.1
H 2.132 -1.812 -4.542 0.0 -0.1 0.0
H 2.370 -2.593 4.808 0.1 0.1 0.1
H 0.516 -1.128 5.100 0.0 -0.1 0.1
H 1.283 5.194 -0.794 0.0 0.0 0.0
H 1.527 7.602 -0.804 0.0 0.1 0.0
H 0.534 11.080 -0.110 0.1 -0.1 -0.1
H 0.858 9.865 -1.375 0.0 0.0 0.1
H 1.693 9.769 0.208 -0.1 0.0 0.0
H -2.305 7.985 1.080 -0.1 0.1 0.0
H -2.559 5.550 1.060 -0.1 0.0 0.1
S 0.962 -4.526 -0.981 0.0 0.4 -0.4
C 1.576 -3.726 -2.470 -1.1 -0.5 0.8
C 0.575 -2.766 -3.053 0.4 -0.6 -0.5
N 0.911 -1.739 -0.873 2.3 0.8 -0.6
C 1.062 -2.973 -0.084 -0.4 -0.3 -0.1
H 1.905 -4.482 -3.179 0.2 0.2 -0.1
H -0.280 -3.090 -3.635 0.0 -0.1 0.1
H 0.412 -3.039 0.790 0.2 0.2 0.0
C 3.098 -3.984 2.744 -0.1 -0.2 0.0
C 2.475 -2.625 2.678 0.5 0.5 -2.0
N 1.980 -0.628 1.415 0.0 1.6 0.0
H 4.164 -3.931 2.535 0.1 -0.1 0.0
H 2.652 -4.654 2.012 0.0 -0.2 0.0
H 2.964 -4.411 3.734 -0.1 -0.1 0.0
```
Forces are in eV/Å.

## Properties
Multiplicity: 2
LUMO energy (alpha / beta) (eV): -7.4 / -7.4
Max |F| (Eh/bohr): 0.089
E_HOMO (alpha / beta) (Eh): -0.4358 / -0.4293
Relative energy (zero: lowest compared OMol25 entry of this formula, charge and spin) (kcal per mole): 302.7
Charge: +2
Orbital gap (alpha / beta) (eV): 4.412 / 4.247

---

Computed, not measured: C53H43AsBrCoF5GeIN2O4 as an isolated structure, with wB97M-V/def2-TZVPD.

XYZ file:
```
112
Properties=species:S:1:pos:R:3:forces:R:3
Co 0.050 -0.313 -0.001 -0.7 0.3 -0.3
I -3.850 2.752 6.834 0.0 0.0 0.0
C -3.091 1.352 5.461 0.0 0.0 0.0
C -3.036 0.014 5.824 0.0 0.0 -0.1
C -2.521 -0.900 4.912 0.0 0.1 0.1
C -2.052 -0.488 3.670 0.0 0.0 0.1
C -2.134 0.855 3.330 0.0 0.1 0.0
C -2.658 1.788 4.220 0.0 -0.1 0.0
C -1.471 -1.518 2.703 0.0 -0.1 0.0
O -1.809 -2.694 2.882 -0.1 0.1 -0.1
O -0.673 -1.056 1.841 0.2 0.1 -0.1
H -3.393 -0.311 6.792 0.0 0.0 0.0
H -2.475 -1.956 5.149 0.0 0.0 0.0
H -1.806 1.166 2.348 0.0 0.0 0.0
H -2.721 2.832 3.942 0.0 0.0 0.0
C 1.872 2.434 -2.997 0.0 0.0 -0.1
C 0.883 1.450 -2.437 0.0 -0.1 0.0
N 0.270 0.625 -3.307 0.0 0.2 0.0
O 0.666 1.412 -1.234 0.0 -0.1 0.0
H 1.757 2.577 -4.072 0.0 0.0 0.0
H 2.870 2.035 -2.798 0.0 0.0 0.0
H 1.763 3.382 -2.474 0.0 0.0 0.0
H 0.663 0.529 -4.226 0.1 -0.1 0.0
H -0.154 -0.198 -2.890 0.0 -0.1 0.1
C 0.374 -1.894 -1.339 0.3 -0.7 0.2
Ge -0.518 -3.516 -1.939 0.1 0.1 -0.2
C -2.291 -3.934 -1.160 -0.1 0.0 0.1
C -2.544 -4.278 0.171 -0.2 0.0 -0.1
C -3.842 -4.429 0.645 0.0 0.0 0.0
C -4.924 -4.232 -0.196 0.0 0.0 0.0
C -4.699 -3.871 -1.518 0.0 0.0 0.0
C -3.402 -3.727 -1.990 0.0 -0.1 0.1
C -1.007 -3.585 -3.871 0.1 0.0 -0.1
C -1.310 -4.854 -4.378 0.0 0.1 -0.2
C -1.629 -5.038 -5.716 0.0 0.0 0.0
C -1.644 -3.951 -6.586 0.0 0.0 0.1
C -1.343 -2.687 -6.102 0.0 0.0 0.0
C -1.032 -2.511 -4.755 0.0 0.0 0.1
C 1.091 -4.699 -1.948 -0.1 -0.2 -0.2
C 1.654 -5.186 -0.829 0.2 0.1 0.0
C 3.126 -5.063 -0.481 0.1 0.0 -0.1
C 4.160 -4.267 -2.213 -0.1 0.0 0.1
C 3.174 -4.250 -3.329 0.1 0.1 0.1
C 1.863 -4.415 -3.188 -0.2 -0.1 0.1
H -1.755 -4.379 0.893 0.1 0.0 0.1
H -3.991 -4.664 1.691 0.0 0.0 0.0
H -5.936 -4.329 0.180 0.0 0.0 0.0
H -5.534 -3.675 -2.181 0.0 0.0 0.0
H -3.263 -3.427 -3.021 0.0 0.0 0.0
H -1.290 -5.711 -3.711 0.0 0.0 0.0
H -1.862 -6.031 -6.086 0.0 0.0 0.0
H -1.893 -4.091 -7.631 0.0 0.0 0.0
H -1.347 -1.834 -6.772 0.0 0.0 0.0
H -0.819 -1.512 -4.389 0.0 -0.1 -0.1
H 1.018 -5.512 -0.016 0.0 0.2 0.0
H 3.302 -5.352 0.554 0.0 0.0 0.0
H 5.142 -3.930 -2.539 0.0 0.0 0.0
H 3.570 -4.101 -4.328 0.0 0.1 0.0
H 1.275 -4.354 -4.096 0.0 0.0 0.0
Br -0.121 3.772 0.806 0.0 -0.1 0.0
C 0.604 2.507 2.034 0.0 0.1 0.1
C 0.739 2.947 3.347 0.0 0.1 0.0
C 1.282 2.071 4.267 0.0 0.1 0.1
C 1.698 0.826 3.835 0.0 -0.1 -0.1
C 1.519 0.495 2.503 0.1 -0.1 0.0
N 0.947 1.314 1.607 -0.1 0.1 0.2
H 0.412 3.938 3.622 0.0 0.0 0.0
H 1.374 2.364 5.307 0.0 0.0 0.0
H 2.142 0.104 4.507 0.0 0.0 0.0
H 1.855 -0.450 2.101 -0.1 0.0 0.0
O 2.617 -0.644 -0.027 -0.1 -0.1 0.0
As 2.238 -2.113 -0.798 0.3 0.3 0.0
C 1.813 -2.919 1.134 0.3 0.0 0.1
C 0.744 -3.689 1.559 0.1 0.0 0.1
C 0.658 -4.236 2.834 0.1 -0.1 0.1
C 1.659 -3.992 3.761 0.0 0.0 -0.1
C 2.717 -3.163 3.400 -0.1 0.0 -0.1
C 2.782 -2.638 2.113 -0.1 -0.1 0.0
C 3.666 -3.625 -0.864 -0.4 -0.3 -0.2
C 4.127 -5.667 -1.513 0.0 0.2 0.1
C 5.433 -6.082 -0.910 -0.2 0.0 -0.1
C 6.208 -5.311 -0.145 0.0 0.2 0.1
C 5.944 -3.914 0.237 0.1 -0.2 0.0
C 4.864 -3.186 -0.061 -0.2 -0.1 -0.1
C 3.102 -1.357 -2.617 0.1 0.3 0.2
C 4.331 -0.700 -2.466 -0.1 0.0 -0.1
C 4.956 -0.032 -3.517 -0.1 -0.1 0.0
C 4.355 0.017 -4.770 0.0 0.0 0.1
C 3.132 -0.621 -4.951 0.1 0.0 0.0
C 2.533 -1.291 -3.888 0.0 -0.3 0.0
H -0.076 -3.848 0.882 -0.1 0.0 -0.1
H -0.210 -4.826 3.108 0.0 0.1 0.0
H 1.600 -4.412 4.759 0.0 0.0 0.0
H 3.487 -2.914 4.124 0.0 0.0 0.0
H 3.582 -1.953 1.875 0.1 0.0 0.0
H 3.712 -6.461 -2.132 0.0 0.0 0.0
H 5.769 -7.093 -1.121 0.0 0.0 0.0
H 7.138 -5.734 0.223 0.0 0.0 0.0
H 6.723 -3.435 0.822 0.0 0.0 0.0
H 4.856 -2.158 0.278 0.0 0.1 0.0
H 4.798 -0.684 -1.488 0.0 0.0 0.0
H 5.907 0.466 -3.355 0.0 0.0 0.0
H 4.830 0.540 -5.593 0.0 0.0 0.0
H 2.652 -0.606 -5.927 0.0 0.0 0.0
H 1.594 -1.812 -4.068 0.0 0.1 0.0
F -2.345 1.509 0.181 -0.1 -0.2 0.0
C -2.073 0.217 -0.362 0.1 0.5 0.1
F -2.944 -0.610 0.330 0.0 -0.1 0.0
C -2.743 0.333 -1.742 0.2 0.0 0.1
F -2.390 1.467 -2.372 0.0 0.0 -0.1
F -4.092 0.321 -1.713 -0.1 0.1 0.0
F -2.385 -0.693 -2.551 0.0 -0.1 0.0
```
Forces are in eV/Å.

## Properties
Multiplicity: 5
LUMO energy (alpha / beta) (eV): 3.3 / 3.3
Max |F| (Eh/bohr): 0.016
E_HOMO (alpha / beta) (Eh): -0.0873 / -0.0889
Relative energy (zero: lowest compared OMol25 entry of this formula, charge and spin) (kcal per mole): 77.6
Charge: -2
Orbital gap (alpha / beta) (eV): 5.696 / 5.737